45
Properties=species:S:1:pos:R:3 method="wB97M-V/def2-TZVPD" molar_mass_g_mol=279.36 orbital_gap_ev=8.78 relative_energy_kj_mol=427.5 smiles=NCN[C@@H](CN)CS.O.O.O.O.O.O.O.O homo_ha=-0.31704
C 1.66370 0.03315 0.91865
N 2.75044 0.99670 0.58826
C 0.19469 0.58015 1.28182
C -0.27781 1.63427 0.29586
S 0.31969 3.33729 0.68061
N -0.65759 -0.63304 1.24356
C -2.09876 -0.46722 1.59369
N -2.94527 -0.35255 0.49477
H 1.55704 -0.83008 0.20681
H 1.93302 -0.60039 1.82953
H 2.73108 1.70520 1.46186
H 3.58720 0.41525 0.74651
H 0.20888 1.07194 2.36166
H 0.21682 1.37795 -0.72106
H -1.44519 1.63994 0.32944
H 1.40214 3.27863 -0.04746
H -0.57088 -1.04862 0.32122
H -2.34294 -1.34878 2.12533
H -2.41479 0.21788 2.42558
H -2.71350 0.27203 -0.27440
H -3.18231 -1.21405 0.00007
H -0.55043 -0.86076 4.00524
H 0.48303 -1.18637 5.16609
O -0.27381 -0.64625 4.92596
H -0.73017 -1.46530 -3.70122
H -1.10228 -2.16137 -4.97352
O -1.02681 -2.33483 -3.97956
H -1.78116 -2.74350 -2.43587
H -1.06323 -3.76186 -1.62711
O -1.82140 -3.18999 -1.59408
H -3.54712 2.95879 -0.61354
H -4.93842 2.58137 -0.51166
O -4.31816 2.87793 -1.26039
H 1.46116 1.02859 -2.28632
H 1.25495 1.46517 -3.73256
O 0.85560 0.93729 -3.04112
H 1.36256 -3.99562 -3.01481
H 0.55482 -2.66882 -3.13050
O 1.19600 -3.17662 -2.64634
H 1.43597 1.41341 3.62060
H 1.74875 0.94825 5.02065
O 2.11446 0.88744 4.18712
H 4.22090 0.66708 -2.36764
H 3.11016 1.22449 -1.53620
O 3.43895 1.13581 -2.33550